1.
ORCA calculation (wB97M-V/def2-TZVPD) on C27H50LuP2 as an isolated structure at a distorted geometry.

CARTESIAN COORDINATES (ANGSTROEM)
1 Lu -0.477 -0.068 -1.830
2 P 1.185 0.059 -3.716
3 P -1.186 1.749 -3.294
4 C 6.389 1.456 -2.960
5 C -1.715 -2.036 1.415
6 C 4.018 0.366 -1.229
7 C -1.663 -2.998 -2.500
8 C 1.929 0.630 -5.313
9 C -0.568 0.175 0.717
10 C -0.612 0.416 -4.495
11 C -4.166 -0.614 0.115
12 C -2.779 -0.096 0.112
13 C 5.070 1.454 -3.770
14 C 0.720 -0.040 1.419
15 C 3.675 2.790 -2.140
16 C -3.386 2.330 -0.443
17 C -2.961 1.823 -3.706
18 C -0.385 -2.432 -1.878
19 C 4.092 2.520 -3.390
20 C -2.332 -4.083 -1.655
21 C -0.397 2.745 0.328
22 C -2.679 -1.897 -2.806
23 C 2.131 -1.531 -3.994
24 C -2.417 1.242 -0.177
25 C 3.855 1.894 -0.960
26 C -1.654 -0.755 0.678
27 C -0.382 3.295 -3.884
28 C 6.474 0.488 -1.825
29 C -1.049 1.423 0.193
30 C 5.458 -0.042 -1.133
31 H 7.178 1.180 -3.682
32 H 1.998 -2.257 -3.190
33 H 4.632 0.446 -3.722
34 H 4.700 2.219 -0.334
35 H -0.939 4.163 -3.496
36 H -1.295 -1.914 2.424
37 H -1.195 -0.499 -4.650
38 H 1.447 -0.623 0.831
39 H 0.554 -0.586 2.358
40 H -2.751 -2.380 1.537
41 H -3.679 -2.321 -2.963
42 H 3.195 -1.266 -4.003
43 H 3.488 -0.172 -0.425
44 H 3.008 0.805 -5.190
45 H -2.441 -1.321 -3.704
46 H -2.911 3.187 -0.938
47 H -4.651 -0.450 1.091
48 H -1.155 -2.842 0.926
49 H 2.975 2.036 -0.309
50 H -0.689 3.239 1.270
51 H -3.167 -4.521 -2.215
52 H -3.485 0.982 -3.219
53 H 1.198 0.913 1.673
54 H 0.466 -2.711 -2.503
55 H -0.677 3.429 -0.481
56 H 6.642 2.476 -2.642
57 H -0.556 0.981 -5.462
58 H -3.832 2.704 0.496
59 H 7.495 0.250 -1.510
60 H -1.387 -3.461 -3.463
61 H 0.694 2.670 0.328
62 H -4.217 -1.691 -0.086
63 H -3.078 1.730 -4.792
64 H 1.799 -0.205 -6.018
65 H 1.830 -1.975 -4.952
66 H -1.632 -4.891 -1.420
67 H 0.652 3.374 -3.506
68 H 5.644 -0.789 -0.355
69 H 1.462 1.519 -5.746
70 H -4.799 -0.119 -0.628
71 H -4.211 1.984 -1.076
72 H 5.343 1.583 -4.833
73 H -3.400 2.761 -3.334
74 H 3.120 3.716 -1.952
75 H -2.790 -1.204 -1.955
76 H -2.729 -3.680 -0.715
77 H 3.538 0.095 -2.170
78 H -0.212 -2.836 -0.876
79 H -0.359 3.350 -4.983
80 H 3.714 3.111 -4.220

Output
Multiplicity: 1
Total charge: +1
E in eV: -80999.2125
Strongest force on any atom in eV Å⁻¹: 6.7
LUMO in eV: -3.354
Highest occupied orbital energy in eV: -10.209



2.
ORCA calculation (wB97M-V/def2-TZVPD) on C3H7BO2 as an isolated structure at a distorted geometry.

CARTESIAN COORDINATES (ANGSTROEM)
1 O 0.347 -1.894 1.418
2 O 0.006 -2.683 -0.801
3 C -0.057 -0.111 -0.373
4 C -0.230 1.045 0.328
5 C -0.043 2.390 -0.205
6 B -0.056 -1.689 0.112
7 H 0.382 0.028 -1.656
8 H -0.919 3.016 -0.149
9 H -0.148 -3.528 -0.300
10 H 0.446 -2.813 1.558
11 H -0.754 1.027 1.200
12 H 0.225 2.200 -1.212
13 H 0.799 3.011 0.080

Output
Multiplicity: 1
E in eV: -7996.5454
Strongest force on any atom in eV Å⁻¹: 4.3
LUMO in eV: 0.248
Highest occupied orbital energy in eV: -9.308



3.
ORCA calculation (wB97M-V/def2-TZVPD) on one molecule with the formula CH6NOP at a distorted geometry.

CARTESIAN COORDINATES (ANGSTROEM)
1 P 0.487 0.194 -0.492
2 O 1.707 0.986 -0.727
3 N -0.838 1.112 -0.247
4 C 0.280 -0.954 0.943
5 H -1.051 2.012 -0.785
6 H 0.775 -0.350 1.730
7 H 0.891 -1.829 0.520
8 H -0.696 -1.224 1.211
9 H 0.093 -0.576 -1.646
10 H -1.648 0.629 -0.508

Output
Multiplicity: 1
E in eV: -13961.1899
Strongest force on any atom in eV Å⁻¹: 4.3
SMILES: C[P@@H](N)=O
LUMO in eV: 0.950
Highest occupied orbital energy in eV: -10.143